No. 1
Density functional theory data (ωB97M-V with the def2-TZVPD basis set) for C4H6N2O in the gas phase in a non-equilibrium geometry.

Results
ΔE to the lowest compared entry with this formula, charge and spin (kcal per mole): 70.7
SMILES string: C=NN/C=C/C=O
Kohn-Sham gap (eV): 8.695
LUMO (eV): 0.31

Element x y z (Å)
1 C -0.1056 0.5368 -0.6377
2 H -0.2451 1.1197 3.2128
3 C -0.0868 -0.8807 -2.6041
4 H 0.6579 -1.5292 -0.5008
5 H -0.3595 1.2979 -1.3754
6 N 0.2405 -0.0785 1.5503
7 H 0.4395 -0.6714 3.4802
8 H -0.3057 1.8503 0.8950
9 H -0.0114 -1.9325 -2.9271
10 N -0.0219 0.8882 0.6216
11 C 0.1842 -0.7053 -1.1324
12 O -0.4844 -0.0519 -3.4163
13 C 0.0984 0.1564 2.8338

---

No. 2
Density functional theory data (ωB97M-V with the def2-TZVPD basis set) for a molecular structure, C22H27BrIN4Sr in a non-equilibrium geometry.

Results
ΔE to the lowest compared entry with this formula, charge and spin (kcal per mole): 15.5
Kohn-Sham gap (eV): 7.361
LUMO (eV): -2.77
Total charge: +1

Element x y z (Å)
1 Br -3.9110 -0.5189 -4.6643
2 C -0.3403 1.6023 -5.1140
3 H -2.3872 3.6440 -6.8683
4 H -0.6120 1.9124 2.1278
5 H -4.0215 1.9052 -6.2304
6 H -2.5162 4.1954 -3.3925
7 H 2.8616 -0.6393 -0.2450
8 H 1.3482 -1.6906 2.0429
9 H 3.1553 0.6643 2.3907
10 C 1.2769 0.5277 3.4120
11 H -4.3327 2.2746 -2.7815
12 C -5.3400 -3.1712 -2.6882
13 H -7.8189 -2.6672 -0.4347
14 H -7.4754 -3.4308 -2.7636
15 H -1.7779 0.8030 2.0375
16 H -0.3740 -0.8456 3.1077
17 I -0.5685 -1.0345 -3.7295
18 C -3.2006 0.1964 -1.1151
19 H 0.6900 1.5120 -4.7924
20 H 3.0956 -1.5930 1.9587
21 C -1.2621 0.6218 -4.7823
22 H -4.2569 0.0325 -1.3322
23 H -0.2194 3.4495 -2.1904
24 C -3.2718 -1.8076 0.1908
25 C -2.6305 1.3805 -1.6823
26 C 2.1781 -1.1090 1.6360
27 C -4.2586 -2.7677 -1.9193
28 C 2.1418 0.3329 2.1647
29 C -5.7319 -2.2838 -0.0905
30 H 2.1504 -2.0788 -0.1870
31 N -2.5390 -0.6615 -0.3933
32 C -2.5915 0.7307 -5.1677
33 C -3.2916 2.3196 -2.4798
34 C -0.2061 0.2255 3.2311
35 H 1.6537 -0.0978 4.2254
36 C -6.8210 -2.6946 -0.8565
37 H -0.7240 0.5174 4.1416
38 H -3.2569 -2.8011 -2.3395
39 H 1.7820 1.0011 1.3754
40 N -0.7678 0.9129 2.0390
41 N 2.0592 -1.1240 0.1472
42 C -0.7469 2.6971 -5.8606
43 C -4.4461 -2.3115 -0.6150
44 C -2.0666 2.8007 -6.2706
45 H -2.5538 -2.6193 0.3267
46 C -2.9879 1.8247 -5.9215
47 H -0.0273 3.4639 -6.1215
48 H -5.8883 -1.9422 0.9285
49 H -5.1817 -3.5186 -3.7039
50 C -2.3584 3.3080 -2.7961
51 C -1.1661 2.9250 -2.1721
52 H -3.6180 -1.5313 1.1871
53 Sr -0.2691 -0.0119 -0.4570
54 N -1.2992 1.7676 -1.4891
55 C -6.6277 -3.1280 -2.1592
56 H 1.3856 1.5638 3.7450